1.
Entry from the Open Molecules 2025 dataset: a 11-piece molecular cluster, C64H60N10O22 overall at a distorted geometry (wB97M-V/def2-TZVPD).

Cartesian coordinates (Å):
C1 1.153 2.137 -3.001
C2 0.312 3.111 -3.491
C3 0.880 4.136 -4.242
C4 2.293 4.111 -4.578
C5 3.063 2.968 -4.174
C6 2.497 2.047 -3.346
N1 2.892 5.148 -5.403
O1 3.904 4.914 -5.991
O2 2.284 6.219 -5.481
H1 0.747 1.349 -2.384
H2 -0.747 3.092 -3.277
H3 0.276 4.993 -4.500
H4 4.131 2.869 -4.298
H5 3.170 1.406 -2.797
C7 0.782 -1.285 -6.789
C8 0.483 -1.618 -5.461
C9 -0.590 -1.007 -4.787
C10 -1.444 -0.129 -5.439
C11 -1.180 0.122 -6.803
C12 -0.110 -0.444 -7.488
N2 -2.545 0.566 -4.730
O3 -3.183 1.417 -5.250
O4 -2.705 0.232 -3.561
H6 1.699 -1.662 -7.217
H7 1.129 -2.300 -4.927
H8 -0.817 -1.405 -3.809
H9 -1.871 0.747 -7.349
H10 0.010 -0.226 -8.539
C13 -1.976 -0.608 3.990
C14 -2.268 -0.058 5.233
C15 -3.546 0.397 5.481
C16 -4.530 0.358 4.449
C17 -4.274 -0.323 3.249
C18 -3.026 -0.810 3.122
N3 -5.848 1.016 4.670
O5 -6.001 1.625 5.696
O6 -6.747 0.846 3.826
H11 -0.968 -0.923 3.768
H12 -1.419 -0.045 5.900
H13 -3.707 0.857 6.445
H14 -4.974 -0.531 2.454
H15 -2.767 -1.215 2.155
C19 -7.189 4.923 0.845
C20 -6.317 5.343 -0.186
C21 -5.443 4.439 -0.710
C22 -5.159 3.168 -0.054
C23 -5.969 2.804 1.049
C24 -6.977 3.644 1.449
N4 -4.033 2.319 -0.583
O7 -3.825 1.279 -0.006
O8 -3.335 2.790 -1.510
H16 -7.925 5.606 1.244
H17 -6.419 6.322 -0.632
H18 -4.894 4.698 -1.603
H19 -5.823 1.916 1.647
H20 -7.533 3.427 2.349
C25 1.876 -6.723 -4.570
C26 2.448 -7.898 -4.153
C27 3.299 -7.960 -3.087
C28 3.718 -6.754 -2.478
C29 3.149 -5.538 -2.864
C30 2.229 -5.533 -3.931
N5 4.676 -6.854 -1.346
O9 5.083 -7.972 -0.957
O10 4.981 -5.809 -0.812
H21 1.136 -6.653 -5.353
H22 2.211 -8.772 -4.740
H23 3.639 -8.933 -2.763
H24 3.442 -4.617 -2.382
H25 1.800 -4.620 -4.317
C31 5.639 -2.021 0.332
C32 5.927 -2.498 1.649
C33 6.444 -1.516 2.528
C34 6.848 -0.256 2.127
C35 6.660 0.104 0.803
C36 6.028 -0.749 -0.125
N6 7.257 0.810 3.094
O11 6.984 0.676 4.242
O12 7.879 1.815 2.666
H26 5.191 -2.759 -0.317
H27 5.729 -3.507 1.981
H28 6.625 -1.785 3.559
H29 7.008 1.083 0.510
H30 5.779 -0.404 -1.118
C37 0.379 1.063 0.373
C38 1.798 0.955 0.252
C39 2.370 -0.152 -0.315
C40 1.554 -1.114 -0.932
C41 0.183 -1.005 -0.790
C42 -0.448 0.037 -0.071
N7 2.149 -2.197 -1.782
O13 3.401 -2.257 -1.815
O14 1.423 -2.924 -2.402
H31 0.009 1.984 0.797
H32 2.536 1.679 0.563
H33 3.407 -0.113 -0.616
H34 -0.507 -1.658 -1.303
H35 -1.515 0.200 -0.101
C43 -5.319 6.390 3.458
C44 -4.460 6.962 2.515
C45 -3.523 6.194 1.826
C46 -3.230 4.865 2.319
C47 -3.985 4.349 3.379
C48 -5.107 5.041 3.874
N8 -2.149 4.079 1.716
O15 -2.175 2.942 1.895
O16 -1.187 4.596 1.203
H36 -6.119 6.976 3.885
H37 -4.646 7.995 2.261
H38 -2.826 6.572 1.093
H39 -3.754 3.387 3.811
H40 -5.654 4.603 4.696
C49 2.031 -5.005 1.083
C50 1.132 -4.002 1.291
C51 1.123 -3.243 2.487
C52 2.104 -3.487 3.441
C53 3.134 -4.476 3.191
C54 3.038 -5.282 2.067
N9 2.132 -2.732 4.733
O17 2.945 -2.982 5.550
O18 1.321 -1.883 4.855
H41 1.982 -5.462 0.106
H42 0.350 -3.709 0.605
H43 0.354 -2.514 2.695
H44 3.855 -4.736 3.952
H45 3.854 -5.980 1.950
C55 -5.160 -2.717 0.092
C56 -4.678 -4.012 0.340
C57 -3.708 -4.567 -0.449
C58 -3.195 -3.852 -1.510
C59 -3.614 -2.485 -1.660
C60 -4.574 -1.895 -0.828
N10 -2.092 -4.406 -2.311
O19 -1.347 -3.573 -2.844
O20 -2.031 -5.669 -2.517
H46 -5.925 -2.315 0.741
H47 -5.170 -4.575 1.119
H48 -3.488 -5.593 -0.193
H49 -3.280 -1.854 -2.471
H50 -4.893 -0.883 -1.033
C61 3.071 0.581 3.427
O21 4.032 1.598 3.235
C62 3.472 2.774 3.777
C63 2.475 3.590 2.910
O22 3.137 4.189 1.811
C64 2.182 4.527 0.813
H51 2.042 0.794 3.139
H52 3.068 0.274 4.473
H53 3.338 -0.319 2.872
H54 4.316 3.448 3.921
H55 3.123 2.552 4.786
H56 1.948 4.354 3.482
H57 1.746 2.846 2.591
H58 2.880 4.821 0.029
H59 1.677 5.452 1.088
H60 1.379 3.832 0.569

Atoms 1-3, force components in eV/Å:
-0.13 -1.25 0.01
0.70 0.37 -0.43
2.02 0.51 -0.38

* total charge: -1
* spin multiplicity: 2
* gap between HOMO and LUMO (spin up / spin down): 2.6955 / 6.4453 eV
* F_max: 0.127 Eh/bohr
* molar mass: 1321.2 g mol⁻¹

=====

2.
Entry from the Open Molecules 2025 dataset: the molecule C19H18FN3O2S at a distorted geometry (wB97M-V/def2-TZVPD).

Cartesian coordinates (Å):
C1 0.798 -1.770 1.271
C2 0.032 -0.657 0.752
C3 0.305 0.769 0.565
N1 1.331 1.434 0.776
C4 2.328 1.105 1.501
O1 2.350 0.278 2.496
C5 3.304 2.203 1.670
H1 4.203 2.121 2.047
H2 2.967 3.355 1.625
S1 4.005 2.349 -0.243
C6 3.874 0.861 -0.604
C7 4.355 -0.202 0.131
C8 4.403 -1.822 -0.204
C9 3.818 -1.954 -1.244
C10 3.278 -1.113 -2.283
C11 3.288 0.209 -1.691
F1 2.879 0.987 -2.613
H3 2.794 -1.432 -3.010
H4 3.846 -2.983 -1.597
H5 4.754 -2.326 0.708
H6 4.875 0.000 1.068
H7 1.098 2.438 0.447
C12 -1.040 1.440 0.099
O2 -1.261 2.547 -0.072
N2 -1.967 0.478 -0.323
C13 -3.261 0.515 -0.260
C14 -4.249 -0.380 0.542
C15 -5.577 0.165 0.322
C16 -6.143 0.857 -0.495
C17 -5.116 1.554 -1.306
C18 -3.781 1.504 -1.261
H8 -3.106 1.915 -1.925
H9 -5.465 2.337 -2.099
H10 -7.145 0.919 -0.770
H11 -6.354 -0.599 0.974
H12 -3.866 -0.660 1.354
N3 -1.415 -0.875 0.253
C19 -1.847 -2.097 0.058
H13 -1.237 -2.306 -1.059
H14 -1.890 -2.802 0.607
H15 -2.798 -2.104 -0.375
H16 1.413 -1.310 2.045
H17 1.092 -2.306 0.350
H18 0.128 -2.643 1.779

Atoms 1-3, force components in eV/Å:
-2.35 -2.70 0.50
-4.88 5.02 -2.12
-10.71 -9.51 -1.35

* SMILES: Cc1c(NC(=O)CSc2ccccc2F)c(=O)n(-c2ccccc2)n1C
* gap between HOMO and LUMO: 7.2564 eV
* F_max: 0.322 Eh/bohr
* molar mass: 371.4 g mol⁻¹

=====

3.
Entry from the Open Molecules 2025 dataset: C37H37CrF3O2P2 as an isolated structure at a distorted geometry (wB97M-V/def2-TZVPD).

Cartesian coordinates (Å):
Cr1 -0.460 -0.261 1.523
C1 4.978 -3.925 0.966
C2 4.417 -2.982 0.204
C3 4.144 -2.993 -1.266
C4 2.656 -3.213 -1.609
C5 2.123 -4.478 -1.017
C6 2.730 -5.469 -0.368
C7 4.171 -5.870 -0.470
C8 5.053 -5.401 0.695
C9 -1.213 -2.102 2.245
H1 5.384 -3.635 1.928
H2 4.094 -2.038 0.677
H3 4.754 -3.733 -1.773
H4 4.381 -1.989 -1.644
H5 2.066 -2.371 -1.224
H6 2.458 -3.179 -2.697
H7 1.106 -4.689 -1.381
H8 2.172 -6.093 0.336
H9 4.583 -5.489 -1.397
H10 4.186 -6.962 -0.472
H11 4.813 -5.917 1.627
H12 6.081 -5.712 0.476
H13 -0.369 -2.777 2.531
H14 -1.682 -2.530 1.348
H15 -1.992 -2.080 3.004
P1 -0.498 3.024 0.658
P2 -3.173 1.324 -0.471
C10 -0.860 2.758 -1.085
C11 -1.900 1.987 -1.530
C12 -0.335 4.925 0.600
C13 0.056 5.630 -0.551
C14 0.002 7.031 -0.611
C15 -0.391 7.756 0.512
C16 -0.770 7.080 1.682
C17 -0.753 5.680 1.717
C18 1.183 2.291 0.660
C19 1.264 0.867 0.673
C20 2.532 0.257 0.769
C21 3.686 1.013 0.898
C22 3.597 2.413 0.852
C23 2.346 3.048 0.738
C24 -4.627 2.187 -1.336
C25 -4.702 3.596 -1.291
C26 -5.875 4.260 -1.663
C27 -6.981 3.540 -2.127
C28 -6.859 2.160 -2.330
C29 -5.681 1.490 -1.947
C30 -3.365 -0.395 -1.101
C31 -3.961 -1.333 -0.235
C32 -4.066 -2.669 -0.607
C33 -3.574 -3.089 -1.848
C34 -3.012 -2.159 -2.722
C35 -2.895 -0.820 -2.345
H16 -0.222 3.271 -1.814
H17 -2.080 1.876 -2.603
H18 0.390 5.084 -1.428
H19 0.264 7.541 -1.545
H20 -0.415 8.844 0.476
H21 -1.096 7.649 2.557
H22 -1.081 5.160 2.617
H23 0.362 0.259 0.152
H24 2.579 -0.834 0.798
H25 4.652 0.522 1.062
H26 4.502 3.002 0.903
H27 2.300 4.132 0.725
H28 -3.836 4.162 -0.949
H29 -5.927 5.347 -1.578
H30 -7.906 4.049 -2.361
H31 -7.669 1.600 -2.784
H32 -5.590 0.422 -2.121
H33 -4.321 -1.018 0.744
H34 -4.535 -3.393 0.066
H35 -3.636 -4.138 -2.137
H36 -2.665 -2.464 -3.712
H37 -2.447 -0.109 -3.032
F1 3.193 -4.272 4.033
C36 2.895 -2.975 4.375
F2 2.470 -3.009 5.671
F3 4.086 -2.311 4.354
C37 1.800 -2.252 3.358
O1 1.422 -3.062 2.470
O2 1.494 -1.043 3.496

Atoms 1-3, force components in eV/Å:
-1.04 -2.25 3.14
-0.09 0.15 -0.06
0.08 0.44 0.53

* spin multiplicity: 5
* gap between HOMO and LUMO (spin up / spin down): 6.4971 / 7.0903 eV
* F_max: 0.078 Eh/bohr
* molar mass: 684.6 g mol⁻¹

=====

4.
Entry from the Open Molecules 2025 dataset: a 2-piece molecular cluster, F6Si2 overall at a distorted geometry (wB97M-V/def2-TZVPD).

Cartesian coordinates (Å):
F1 -3.369 -0.600 0.273
F2 -3.229 1.880 -0.108
F3 -1.594 0.244 -1.147
F4 1.468 -1.190 -0.491
F5 2.496 -0.322 1.586
F6 4.031 -0.513 -0.303
Si1 -2.320 0.578 0.201
Si2 2.517 -0.076 -0.012

Atoms 1-3, force components in eV/Å:
-0.21 -0.38 0.67
0.71 -0.42 0.47
0.98 0.10 -0.55

* spin multiplicity: 3
* gap between HOMO and LUMO (spin up / spin down): 11.3153 / 11.9194 eV
* F_max: 0.042 Eh/bohr
* molar mass: 170.2 g mol⁻¹